(1)
A 2-piece molecular cluster, Br2H4Si2 overall at a distorted geometry, computed with ωB97M-V with the def2-TZVPD basis set.

Geometry (Å):
Si 1.51980 0.82143 -0.25235
Si -3.00390 -1.68213 0.63085
Br -2.88697 0.67514 0.46332
Br 1.32427 -0.63314 1.39854
H 0.94520 2.08953 0.14074
H 3.06777 0.73087 -0.64844
H 0.94813 -0.10309 -1.23466
H -1.91430 -1.89860 -0.49800

Cartesian forces, eV/Å:
2.25 -1.76 -0.65
0.75 1.06 -0.71
-0.03 -1.15 0.06
-0.02 -0.11 0.85
-0.13 0.40 -0.18
-1.66 0.71 0.57
-0.54 0.73 -0.57
-0.63 0.13 0.64

As for the energy above the lowest of the compared OMol25 structures with the same formula, charge and spin: 53.7 kcal/mol. The value obtained for the HOMO energy is -9.277 eV. The lowest unoccupied orbital energy is -1.3 eV. As for the frontier orbital gap: 7.96 eV.

***

(2)
One molecule with the formula Br2HP at a distorted geometry, computed with ωB97M-V with the def2-TZVPD basis set.

Geometry (Å):
Br 0.68889 -0.65714 -1.84438
P -0.74554 -0.21417 -0.00736
Br -0.03787 1.63161 1.01953
H 0.09452 -0.76030 0.83222

Cartesian forces, eV/Å:
-0.86 0.48 1.18
-0.52 1.07 -2.33
-0.13 0.51 -0.40
1.51 -2.06 1.55

As for the energy above the lowest of the compared OMol25 structures with the same formula, charge and spin: 7.5 kcal/mol. The value obtained for the HOMO energy is -10.069 eV. The structure (SMILES) is BrPBr. The lowest unoccupied orbital energy is -0.8 eV. As for the frontier orbital gap: 9.28 eV.

***

(3)
Br2Hg as an isolated structure at a distorted geometry, computed with ωB97M-V with the def2-TZVPD basis set.

Geometry (Å):
Hg -0.77864 -0.52921 0.24121
Br 1.68719 -1.11767 0.80231
Br -0.90854 1.64688 -1.04352

Cartesian forces, eV/Å:
1.81 0.88 -0.36
-1.26 -0.22 0.02
-0.55 -0.66 0.34

As for the energy above the lowest of the compared OMol25 structures with the same formula, charge and spin: 7.8 kcal/mol. The value obtained for the HOMO energy is -10.187 eV. The lowest unoccupied orbital energy is -2.9 eV. As for the frontier orbital gap: 7.31 eV.

***

(4)
Br3Cl7N3O37Sn5 as an isolated structure at a distorted geometry, computed with ωB97M-V with the def2-TZVPD basis set.

Geometry (Å):
Sn 2.77993 -2.27056 1.54504
Sn 0.79088 2.30310 -3.01966
Sn -3.56195 -2.86266 3.13791
Sn -0.03519 2.39810 2.58365
Sn -1.05341 -3.12436 -2.89166
Br 3.11592 1.43599 -0.34899
Br 0.17339 -4.62593 -0.14805
Br -3.92441 -3.82795 -0.67964
N 4.16438 0.35310 -4.57065
O 5.05581 -0.46087 -4.11751
O 4.33701 1.03375 -5.58103
O 3.01997 0.17750 -4.30675
N -0.26641 0.09886 -0.12901
O -0.27161 1.30349 -0.32781
O -0.46079 -0.24937 1.08890
O -0.26304 -0.66099 -1.11643
N 0.46008 -2.94714 4.69343
O 0.72947 -2.21612 3.79904
O -0.67724 -3.37856 4.77308
O 1.36677 -3.58926 5.18171
Cl -3.51369 0.55405 -3.09767
O -3.92129 -0.05790 -1.86848
O -4.59945 0.61313 -3.90591
O -2.83144 1.81443 -2.80576
O -2.55188 -0.22338 -3.67306
Cl 3.65198 0.34781 4.26516
O 4.67993 0.07223 3.35370
O 4.09092 1.07515 5.43627
O 2.39128 0.64848 3.72870
O 3.52001 -1.01266 4.76119
Cl -4.33653 1.85556 1.78191
O -3.70187 2.56741 2.92480
O -4.18437 0.46741 1.98957
O -5.67095 2.52024 1.83788
O -3.50084 2.46326 0.73235
Cl -1.20466 5.57346 -0.04709
O -2.55636 5.21598 -0.30516
O -0.44119 4.50509 -0.69204
O -0.86084 6.92949 -0.38134
O -1.00661 5.53127 1.30273
Cl 3.29430 -3.65160 -2.69945
O 2.73965 -4.89528 -3.01710
O 2.24266 -2.70671 -2.53869
O 4.06759 -3.90909 -1.47525
O 4.05243 -3.23863 -3.66068
Cl 0.00073 -0.30861 -6.73472
O -1.23780 0.39698 -6.57763
O 0.96545 0.76175 -6.73678
O 0.23061 -1.14273 -5.59589
O 0.29107 -1.13833 -7.89767
Cl -1.11551 -0.08355 6.39050
O 0.02075 0.49201 5.81768
O -0.71025 -1.20560 7.23699
O -1.81163 0.93460 7.17481
O -1.96186 -0.65593 5.41069

Cartesian forces, eV/Å:
-1.06 0.60 0.28
0.46 -1.77 1.11
1.73 0.86 -0.83
-0.84 -1.27 -1.51
0.96 0.86 1.84
-1.03 -0.07 -0.22
-0.15 1.07 -0.66
0.57 0.32 0.89
3.81 -3.02 -3.11
-0.81 2.24 0.05
2.31 1.98 -0.44
-5.90 -0.19 4.13
-2.14 -0.47 -0.15
0.91 2.44 -0.42
1.09 -0.59 -0.38
0.54 -0.38 1.21
2.25 -4.38 -1.27
0.80 5.09 -4.33
-4.67 -0.54 1.18
0.99 -0.53 2.60
1.33 2.14 6.25
-0.13 -0.14 1.11
-4.47 1.58 -3.75
-0.83 0.51 -0.40
5.02 -4.75 -3.05
2.07 -6.34 5.73
2.34 2.87 -4.10
-0.66 1.90 -1.70
-2.47 2.92 -2.01
-1.78 -1.51 0.92
2.20 9.17 1.61
0.80 -1.46 1.84
-0.95 -2.53 -0.55
0.58 -3.17 -1.35
-1.62 -2.68 -1.12
-2.42 -0.53 -3.79
-0.73 1.04 -0.72
1.69 0.47 -0.50
0.31 -0.18 -1.86
1.81 -1.53 6.93
-4.30 -3.77 7.11
-2.00 -3.01 -0.72
-2.24 1.50 1.71
-0.31 1.40 1.11
7.83 3.91 -8.52
2.62 1.61 -0.14
-1.66 -1.30 -1.05
0.96 0.31 0.03
-0.48 -1.24 1.70
-1.81 0.51 -0.03
-0.77 -1.47 4.36
2.17 1.49 -1.93
-0.12 1.05 -0.06
0.14 -0.82 -0.69
-1.92 -0.20 -2.32

As for the net charge: -3. The value obtained for the HOMO energy is -1.895 eV. The lowest unoccupied orbital energy is 0.1 eV. As for the frontier orbital gap: 1.99 eV.

***

(5)
Br3H3Si2 as an isolated structure at a distorted geometry, computed with ωB97M-V with the def2-TZVPD basis set.

Geometry (Å):
Si -0.99741 0.13487 -0.68107
Si 0.95649 0.13001 0.46964
Br -2.83230 -0.57123 0.54492
Br 2.53146 1.78810 -0.01578
Br 1.80821 -1.88042 -0.15244
H -0.83603 -0.99937 -1.46056
H -1.50523 1.44069 -1.00769
H 0.87480 -0.04266 2.30297

Cartesian forces, eV/Å:
-2.04 0.51 2.03
2.05 -0.31 3.54
0.93 0.24 -0.16
-1.20 -1.06 0.24
-0.15 0.65 0.15
0.22 -1.08 -1.78
0.13 0.54 -0.79
0.05 0.51 -3.22

As for the energy above the lowest of the compared OMol25 structures with the same formula, charge and spin: 28.2 kcal/mol. The value obtained for the HOMO energy is -10.298 eV. The lowest unoccupied orbital energy is -0.8 eV. As for the frontier orbital gap: 9.50 eV.

***

(6)
One molecule with the formula BrCl2FSi at a distorted geometry, computed with ωB97M-V with the def2-TZVPD basis set.

Geometry (Å):
F -0.14408 -0.15221 -1.46442
Si 0.28361 0.09122 0.05396
Cl -0.62416 -1.29937 1.48313
Cl -0.38171 1.85055 0.69940
Br 2.44052 -0.07935 -0.00810

Cartesian forces, eV/Å:
-0.25 -0.06 0.79
-0.83 -1.67 0.79
1.03 1.19 -1.77
-0.08 0.58 -0.04
0.13 -0.04 0.23

As for the energy above the lowest of the compared OMol25 structures with the same formula, charge and spin: 0.0 kcal/mol. The value obtained for the HOMO energy is -11.481 eV. The structure (SMILES) is F[Si](Cl)(Cl)Br. The lowest unoccupied orbital energy is 0.1 eV. As for the frontier orbital gap: 11.62 eV.

***

(7)
BrClINOS as an isolated structure at a distorted geometry, computed with ωB97M-V with the def2-TZVPD basis set.

Geometry (Å):
N 2.10599 -0.19811 0.33315
O -0.39025 -0.29843 -1.60842
S 1.32391 -0.67419 1.51411
Cl 1.63375 1.35772 -0.37139
Br -3.48930 -0.59205 0.30943
I -1.18411 0.40506 -0.17688

Cartesian forces, eV/Å:
1.28 0.14 -1.70
-0.22 -0.81 -0.86
-0.71 -0.73 2.03
0.48 0.82 0.15
0.39 0.04 -0.28
-1.22 0.54 0.66

As for the energy above the lowest of the compared OMol25 structures with the same formula, charge and spin: 42.1 kcal/mol. The value obtained for the HOMO energy is -9.070 eV. The lowest unoccupied orbital energy is -2.1 eV. As for the frontier orbital gap: 6.96 eV.

***

(8)
One molecule with the formula BrClO3S at a distorted geometry, computed with ωB97M-V with the def2-TZVPD basis set.

Geometry (Å):
O -0.88821 1.18202 -0.94499
O 1.24716 -0.01042 -0.75649
O -0.27093 0.59831 1.32567
S -0.15079 0.13435 -0.37333
Cl -0.89152 -1.65253 -1.37034
Br 0.95429 -0.25173 2.11948

Cartesian forces, eV/Å:
-1.38 0.57 -0.23
-1.81 -0.11 1.65
-2.40 -0.38 -4.47
2.37 0.98 -2.12
-0.01 0.99 1.76
3.23 -2.05 3.40

As for the energy above the lowest of the compared OMol25 structures with the same formula, charge and spin: 36.6 kcal/mol. The value obtained for the HOMO energy is -10.960 eV. The lowest unoccupied orbital energy is -2.9 eV. As for the frontier orbital gap: 8.08 eV.

***

(9)
BrCo as an isolated structure at a distorted geometry, computed with ωB97M-V with the def2-TZVPD basis set.

Geometry (Å):
Co -0.32311 -1.23591 0.10464
Br 0.32311 1.23591 -0.10464

Cartesian forces, eV/Å:
0.58 2.21 -0.19
-0.58 -2.21 0.19

As for the energy above the lowest of the compared OMol25 structures with the same formula, charge and spin: 12.6 kcal/mol. As for the net charge: +1. The value obtained for the HOMO energy (alpha / beta) is -16.042 / -15.851 eV. As for the spin multiplicity: 4. The lowest unoccupied orbital energy (alpha / beta) is -7.8 / -9.6 eV. As for the frontier orbital gap (alpha / beta): 8.24 / 6.20 eV.

***

(10)
BrCr as an isolated structure at a distorted geometry, computed with ωB97M-V with the def2-TZVPD basis set.

Geometry (Å):
Cr -0.45189 -0.13500 -1.09336
Br 0.45189 0.13500 1.09336

Cartesian forces, eV/Å:
0.53 0.16 1.28
-0.53 -0.16 -1.28

As for the energy above the lowest of the compared OMol25 structures with the same formula, charge and spin: 0.0 kcal/mol. As for the net charge: +1. The value obtained for the HOMO energy (alpha / beta) is -15.245 / -15.551 eV. As for the spin multiplicity: 5. The lowest unoccupied orbital energy (alpha / beta) is -8.5 / -7.3 eV. As for the frontier orbital gap (alpha / beta): 6.78 / 8.28 eV.

***

(11)
A 2-piece molecular cluster, BrFH2Si overall at a distorted geometry, computed with ωB97M-V with the def2-TZVPD basis set.

Geometry (Å):
F -1.41922 -0.39836 1.52818
Si -0.17635 -0.46260 0.45697
Br 2.90304 -2.59887 0.26252
H 0.93498 0.15699 1.07455
H -0.95749 -1.28837 -0.37198

Cartesian forces, eV/Å:
1.48 0.38 -0.57
-1.51 -1.43 2.72
-1.27 0.79 0.11
0.98 0.73 -0.34
0.32 -0.47 -1.92

As for the energy above the lowest of the compared OMol25 structures with the same formula, charge and spin: 109.2 kcal/mol. The value obtained for the HOMO energy (alpha / beta) is -8.741 / -8.314 eV. The lowest unoccupied orbital energy (alpha / beta) is -2.9 / -3.3 eV. As for the frontier orbital gap (alpha / beta): 5.88 / 5.00 eV.

***

(12)
One molecule with the formula BrFHP at a distorted geometry, computed with ωB97M-V with the def2-TZVPD basis set.

Geometry (Å):
F 0.67016 -1.83295 -0.44975
P 0.76402 -0.78454 0.68214
Br 2.58175 0.18329 -0.05481
H 0.19845 0.29355 -0.11059

Cartesian forces, eV/Å:
-0.43 -1.82 -1.14
-0.30 2.17 0.04
1.52 0.29 0.22
-0.80 -0.65 0.88

As for the energy above the lowest of the compared OMol25 structures with the same formula, charge and spin: 4.7 kcal/mol. The value obtained for the HOMO energy is -9.898 eV. The structure (SMILES) is FPBr. The lowest unoccupied orbital energy is 0.4 eV. As for the frontier orbital gap: 10.33 eV.

***

- Number 11 is which compound?
  BrFH2Si